one.
A 2-piece molecular cluster, C4H12N2O2 overall, computed with ωB97M-V/def2-TZVPD.

Results
- Charge: 0
- Lowest unoccupied orbital energy: 0.35 eV
- SMILES string: C[C@@H](N)CNC=O.O
- Kohn-Sham gap: 9.0 eV

Geometry (Å):
C -0.677 -0.742 -0.467
N -0.683 -0.425 0.960
C -1.658 0.172 1.700
O -2.786 0.315 1.238
C -0.219 0.452 -1.363
C 1.138 1.052 -0.968
N -0.310 -0.003 -2.723
H -1.606 -0.970 -0.865
H -0.175 -1.723 -0.628
H 0.123 -0.525 1.658
H -1.467 0.503 2.698
H -1.089 1.106 -1.171
H 1.719 0.496 -0.210
H 1.816 1.251 -1.781
H 1.021 2.038 -0.466
H 0.432 -0.525 -3.153
H -0.776 0.579 -3.384
H 1.120 -0.989 3.548
H 2.467 -1.235 2.637
O 1.611 -0.828 2.742

two.
A 2-piece molecular cluster, C4H12N2O2 overall, computed with ωB97M-V/def2-TZVPD.

Results
- Charge: 0
- Lowest unoccupied orbital energy: 0.46 eV
- SMILES string: C[C@@H](N)CNC=O.O
- Kohn-Sham gap: 9.8 eV

Geometry (Å):
C -0.302 -1.084 -0.820
N 0.517 -0.317 -1.690
C 0.270 0.062 -2.954
O -0.780 -0.160 -3.521
C -0.330 -0.694 0.646
C -0.901 0.763 0.735
N -1.149 -1.595 1.440
H 0.102 -2.143 -0.926
H -1.303 -1.227 -1.354
H 1.385 0.005 -1.297
H 1.104 0.654 -3.446
H 0.720 -0.568 0.943
H -0.752 1.378 -0.168
H -1.958 0.895 1.006
H -0.521 1.260 1.632
H -2.117 -1.356 1.222
H -1.019 -1.451 2.448
H 2.582 1.116 2.227
H 2.014 2.572 2.203
O 2.435 1.888 1.674

three.
A 2-piece molecular cluster, C4H12N2O2 overall, computed with ωB97M-V/def2-TZVPD.

Results
- Charge: 0
- Lowest unoccupied orbital energy: 0.77 eV
- SMILES string: NOC(N)=O.CCC
- Kohn-Sham gap: 11.2 eV

Geometry (Å):
C 1.099 -0.213 0.101
C 1.885 1.041 0.452
C 1.705 -1.023 -1.036
H 0.993 -0.847 0.986
H 0.119 0.096 -0.223
H 2.028 1.651 -0.438
H 2.862 0.794 0.864
H 1.340 1.635 1.182
H 1.802 -0.406 -1.926
H 2.691 -1.396 -0.767
H 1.071 -1.874 -1.276
C -1.793 0.543 -0.682
N -2.054 0.167 1.654
N -2.068 -0.775 -0.745
O -1.839 1.090 0.577
O -1.531 1.255 -1.609
H -1.241 0.271 2.258
H -2.865 0.526 2.154
H -2.212 -1.291 0.107
H -1.993 -1.245 -1.633

Q: Which of them is the most stable? A: two.

one.
An isolated molecule of C4H12N2O2, computed with ωB97M-V/def2-TZVPD.

Results
- Charge: 0
- Lowest unoccupied orbital energy: 0.79 eV
- SMILES string: CN(O)[C@H](N)CCO
- Kohn-Sham gap: 9.4 eV

Geometry (Å):
C -0.682 0.399 0.404
C 0.878 0.265 -1.663
C -0.544 0.329 -1.129
C 1.230 -0.660 1.493
N -0.207 -0.698 1.242
N -2.106 0.455 0.729
O -0.458 -1.983 0.598
O 1.671 1.330 -1.160
H -1.297 -1.866 0.126
H 1.333 2.155 -1.550
H -0.245 1.346 0.748
H -2.181 1.006 1.586
H -2.355 -0.474 1.065
H 0.872 0.331 -2.756
H 1.357 -0.684 -1.410
H -1.113 -0.514 -1.540
H -1.010 1.235 -1.541
H 1.462 -1.309 2.345
H 1.566 0.346 1.766
H 1.828 -1.011 0.648

two.
A 3-piece molecular cluster, C4H12N2O2 overall, computed with ωB97M-V/def2-TZVPD.

Results
- Charge: 0
- Lowest unoccupied orbital energy: 0.85 eV
- Kohn-Sham gap: 8.7 eV

Geometry (Å):
C -0.470 -1.032 1.007
C -1.173 -0.997 -1.101
N -0.948 -2.242 1.416
O -0.848 -0.008 1.739
H -0.112 0.714 1.800
H 0.548 -1.042 0.634
H -1.878 -2.225 1.814
H -0.800 -3.009 0.778
H -2.193 -1.250 -0.802
H -0.642 -1.925 -1.337
H -1.297 -0.517 -2.076
C 2.172 1.483 -0.746
C 0.936 1.673 0.093
N -0.233 1.668 -0.572
O 1.000 1.729 1.340
H -0.459 0.744 -1.121
H -1.021 1.886 0.028
H 2.418 2.423 -1.243
H 3.009 1.182 -0.123
H 1.992 0.743 -1.527

Q: Which of them is the most stable? A: two.

one.
An isolated molecule of C7H11N, computed with ωB97M-V/def2-TZVPD.

Results
- Charge: 0
- Lowest unoccupied orbital energy: 0.79 eV
- SMILES string: [H]/N=C(/C)C(=C)C(=C)C
- Kohn-Sham gap: 8.4 eV

Geometry (Å):
C 0.261 -0.425 2.252
C -0.605 0.718 -2.034
C 0.496 -0.735 -0.370
C -0.577 -0.158 1.040
C 0.278 0.580 -0.823
C 1.033 -1.891 -0.678
C 0.490 1.672 -0.003
N -1.824 -0.109 1.051
H -2.336 0.060 0.194
H 0.322 -1.505 2.409
H 1.275 -0.058 2.129
H -0.202 0.022 3.130
H -0.151 1.410 -2.746
H -1.597 1.094 -1.779
H -0.731 -0.217 -2.581
H 0.847 -2.780 -0.085
H 1.665 -2.006 -1.555
H 0.068 2.627 -0.275
H 1.288 1.704 0.724

two.
C7H11N as an isolated structure, computed with ωB97M-V/def2-TZVPD.

Results
- Charge: 0
- Lowest unoccupied orbital energy: -1.15 eV
- Kohn-Sham gap: 6.0 eV

Geometry (Å):
C 0.846 1.800 -1.388
C -0.429 0.934 -1.395
C -0.427 -0.068 -0.317
C -0.938 0.220 1.078
N -0.627 1.516 1.448
C 0.002 -0.923 1.393
C 0.253 -1.261 0.076
C 0.928 -2.489 -0.419
H 0.881 2.309 -0.427
H 0.911 2.507 -2.210
H 1.697 1.119 -1.355
H -1.330 1.546 -1.327
H -0.489 0.501 -2.390
H -1.925 -0.231 1.309
H 0.024 1.441 2.238
H -0.202 -1.583 2.240
H 0.242 -3.264 -0.768
H 1.501 -2.891 0.400
H 1.600 -2.268 -1.247

Q: Which of them is the most stable? A: one.

one.
An isolated molecule of C7H11N, computed with ωB97M-V/def2-TZVPD.

Results
- Charge: 0
- Lowest unoccupied orbital energy: 0.96 eV
- SMILES string: [H]/N=C(\C)[C@]1(C)CC1=C
- Kohn-Sham gap: 8.6 eV

Geometry (Å):
C -0.690 1.278 0.891
C 1.636 -1.723 0.197
C 1.287 1.246 -0.773
N -0.805 -1.540 0.483
C 0.340 -0.954 0.227
C -1.585 0.608 0.036
C 0.284 0.456 0.009
C -2.702 0.450 -0.617
H -0.705 -2.416 1.005
H -0.714 1.032 1.951
H -0.623 2.350 0.700
H 2.538 -1.180 -0.087
H 1.861 -2.171 1.168
H 1.605 -2.557 -0.512
H 1.949 0.601 -1.354
H 1.913 1.860 -0.112
H 0.802 1.923 -1.484
H -3.521 1.151 -0.477
H -2.870 -0.413 -1.251

two.
An isolated molecule of C7H11N, computed with ωB97M-V/def2-TZVPD.

Results
- Charge: 0
- Lowest unoccupied orbital energy (spin up / spin down): 0.58 / -0.14 eV
- Kohn-Sham gap (spin up / spin down): 8.4 / 7.4 eV

Geometry (Å):
C 1.157 0.253 -1.506
C 1.454 0.503 -0.194
C -0.502 0.065 0.435
C -0.957 -0.379 -0.904
C 2.490 1.255 0.597
C -0.886 -0.004 1.798
C -1.973 -1.523 -0.892
N 0.058 -0.259 -1.942
H 1.712 0.503 -2.374
H -1.677 0.442 -1.281
H 2.254 1.162 1.674
H 2.593 2.295 0.176
H 3.558 0.826 0.406
H 0.032 0.395 2.396
H -1.113 -0.997 2.080
H -1.617 0.832 2.055
H -2.393 -1.590 0.159
H -1.269 -2.382 -1.159
H -2.921 -1.397 -1.523

Q: Which of them is the most stable? A: one.

one.
An isolated molecule of C5H7N3, computed with ωB97M-V/def2-TZVPD.

Results
- Charge: 0
- Lowest unoccupied orbital energy: 0.10 eV
- Kohn-Sham gap: 9.0 eV

Geometry (Å):
C 0.664 -0.346 2.329
C 1.166 -0.810 1.172
C 0.561 -0.691 -0.111
C 1.114 -1.579 -1.181
C -1.772 1.978 -0.052
N -0.843 0.825 1.698
N -0.392 0.135 -0.401
N -0.963 0.939 0.509
H 2.054 -1.411 1.102
H 0.999 -1.282 -2.209
H 0.916 -2.681 -0.984
H 2.241 -1.759 -1.014
H -1.694 2.967 0.412
H -1.208 2.024 -1.065
H -2.845 1.692 -0.205

two.
C5H7N3 as an isolated structure, computed with ωB97M-V/def2-TZVPD.

Results
- Charge: 0
- Lowest unoccupied orbital energy: 0.76 eV
- Kohn-Sham gap: 10.0 eV

Geometry (Å):
C -0.598 1.412 0.631
C 0.909 1.133 0.636
C 0.620 -0.019 -0.452
C 0.790 -1.747 -1.645
C -1.175 -0.184 0.802
H -0.781 2.223 1.592
H -0.938 1.670 -0.718
H 1.144 0.587 1.728
H 1.667 2.001 0.277
H 0.998 -2.587 -2.397
H -2.381 -0.428 0.849
H -0.559 -1.035 1.683
N 1.489 -0.730 -1.239
N -0.547 -1.812 -1.162
N -0.638 -0.484 -0.586

three.
An isolated molecule of C5H7N3, computed with ωB97M-V/def2-TZVPD.

Results
- Charge: 0
- Lowest unoccupied orbital energy: 0.35 eV
- SMILES string: [H]/N=C1/N=CN2C[C@]12C
- Kohn-Sham gap: 10.0 eV

Geometry (Å):
C 0.456 1.613 -0.516
C 0.026 0.182 0.050
C 1.062 -0.445 0.988
C 0.044 -1.862 -0.493
C -1.446 -0.328 0.148
H 1.582 1.457 -0.750
H 0.310 2.263 0.464
H 0.012 1.865 -1.412
H 1.895 0.109 1.061
H 0.758 -1.233 1.661
H 0.440 -2.864 -0.800
H -2.397 1.322 0.205
N 0.968 -0.745 -0.538
N -1.186 -1.691 -0.179
N -2.523 0.356 0.109

four.
An isolated molecule of C5H7N3, computed with ωB97M-V/def2-TZVPD.

Results
- Charge: 0
- Lowest unoccupied orbital energy: 0.82 eV
- SMILES string: [H]/N=c1/ccccn1N
- Kohn-Sham gap: 8.6 eV

Geometry (Å):
C -0.536 -1.377 -0.054
C -1.774 -0.868 -0.003
C -1.862 0.647 0.070
C -0.738 1.345 0.019
C 0.484 0.750 -0.068
H 2.261 -1.376 -0.778
H 2.364 -0.616 0.848
H -0.308 -2.350 0.070
H -2.664 -1.565 0.009
H -2.899 0.954 0.025
H -0.674 2.424 0.163
H 2.490 1.498 0.008
N 1.751 -1.345 0.139
N 0.542 -0.583 -0.112
N 1.419 1.649 -0.046

Q: Which of them is the most stable? A: four.

one.
An isolated molecule of C5H7N3, computed with ωB97M-V/def2-TZVPD.

Results
- Charge: 0
- Lowest unoccupied orbital energy: -0.10 eV
- SMILES string: CC1=NNC=CC=N1
- Kohn-Sham gap: 8.1 eV

Geometry (Å):
C -2.339 -0.246 0.656
C -1.019 -0.159 -0.032
C 1.700 0.902 -0.519
C 1.912 -0.293 0.100
C 0.969 -1.426 0.035
H -2.244 -0.386 1.808
H -2.932 0.737 0.454
H -2.820 -1.121 0.201
H 0.457 2.332 -1.332
H 2.423 1.803 -0.391
H 2.970 -0.572 0.416
H 1.432 -2.401 0.145
N -0.699 0.956 -0.464
N 0.548 1.264 -1.130
N -0.358 -1.390 0.054

two.
C5H7N3 as an isolated structure, computed with ωB97M-V/def2-TZVPD.

Results
- Charge: 0
- Lowest unoccupied orbital energy: 0.85 eV
- Kohn-Sham gap: 8.2 eV

Geometry (Å):
C -0.933 -0.640 -0.191
C 1.148 -1.227 0.166
C 1.151 0.085 -0.040
C 0.449 1.976 0.233
C -0.127 0.480 -0.023
H -2.629 -1.216 -1.289
H -3.138 -0.067 0.024
H -0.269 -2.735 -0.334
H 2.017 -1.958 0.411
H 2.432 1.641 0.686
H 0.176 2.684 -0.624
H 0.283 2.313 1.318
N -2.359 -0.940 -0.206
N -0.089 -1.690 -0.010
N 1.888 1.295 -0.121

Q: Which of them is the most stable? A: one.

one.
C5H7N3 as an isolated structure, computed with ωB97M-V/def2-TZVPD.

Results
- Charge: 0
- Lowest unoccupied orbital energy: 0.30 eV
- Kohn-Sham gap: 8.6 eV

Geometry (Å):
C 1.360 -0.225 0.111
C -0.585 1.497 -0.139
C -1.760 0.875 0.089
C -0.901 -1.441 -0.079
C 0.500 -1.267 -0.151
H 2.908 0.867 -0.122
H 1.436 1.896 0.455
H -0.802 2.588 0.009
H -2.699 1.628 0.712
H -2.796 -0.954 -0.366
H -1.016 -2.498 -0.395
H 0.947 -2.204 -0.167
N 2.617 -0.165 0.302
N 0.756 1.053 -0.428
N -1.896 -0.596 0.252

two.
An isolated molecule of C5H7N3, computed with ωB97M-V/def2-TZVPD.

Results
- Charge: 0
- Lowest unoccupied orbital energy: 0.28 eV
- SMILES string: C=NN(C)/C=C\C#N
- Kohn-Sham gap: 8.9 eV

Geometry (Å):
C 0.275 1.219 0.110
C -0.598 -1.197 0.021
C -1.992 -1.187 0.068
C -2.862 -0.059 -0.163
C 2.627 0.109 -0.040
H 0.837 1.938 -0.597
H -0.840 1.335 0.127
H 0.805 1.211 1.118
H 0.023 -2.002 -0.117
H -2.629 -2.081 0.231
H 3.500 -0.406 -0.182
H 2.447 1.211 -0.240
N 0.392 -0.213 -0.185
N -3.565 0.835 -0.084
N 1.581 -0.712 -0.065

three.
An isolated molecule of C5H7N3, computed with ωB97M-V/def2-TZVPD.

Results
- Charge: 0
- Lowest unoccupied orbital energy: 0.65 eV
- SMILES string: CN1[C@@H]2C=NN=C[C@H]21
- Kohn-Sham gap: 9.4 eV

Geometry (Å):
C -2.584 0.146 -0.352
C -0.300 0.302 0.694
C 0.510 1.380 0.114
C 1.253 -1.246 -0.032
C -0.264 -0.888 -0.263
H -3.061 -0.725 -0.826
H -2.309 0.912 -1.057
H -3.285 0.610 0.324
H 0.064 0.033 1.694
H 0.231 2.386 -0.109
H 1.679 -2.211 0.222
H -0.348 -0.518 -1.282
N -1.511 -0.464 0.425
N 1.629 0.975 -0.319
N 2.073 -0.317 -0.097

Q: Which of them is the most stable? A: two.

one.
C5H7N3 as an isolated structure, computed with ωB97M-V/def2-TZVPD.

Results
- Charge: 0
- Lowest unoccupied orbital energy: 0.81 eV
- Kohn-Sham gap: 9.9 eV

Geometry (Å):
C -1.836 -0.425 0.599
C -0.694 -1.184 -0.112
C 0.740 -1.022 0.294
C 1.453 0.423 0.477
C 0.440 1.510 0.203
H -1.318 0.396 1.389
H -3.192 -0.511 0.847
H -1.218 -2.139 -0.708
H 0.973 -1.790 0.889
H 2.671 -1.077 -0.613
H 1.688 0.332 1.658
H 0.726 2.611 0.324
N 1.886 -0.529 -0.584
N -0.681 1.337 -0.453
N -1.341 0.101 -0.756

two.
An isolated molecule of C5H7N3, computed with ωB97M-V/def2-TZVPD.

Results
- Charge: 0
- Lowest unoccupied orbital energy: 0.82 eV
- SMILES string: [H]/N=C\N1C=CC/C1=N\[H]
- Kohn-Sham gap: 9.5 eV

Geometry (Å):
C -1.811 -0.893 -0.135
C 0.668 -1.298 0.143
C 1.793 -0.643 0.047
C 1.580 0.818 0.070
C -0.043 0.691 -0.077
H -2.417 0.652 0.331
H -1.701 -1.937 -0.627
H 0.597 -2.336 0.478
H 2.725 -1.120 -0.105
H 1.715 1.280 1.013
H 2.099 1.252 -0.883
H -0.931 2.749 -0.121
N -2.841 -0.247 0.235
N -0.448 -0.541 -0.320
N -0.983 1.573 -0.048

Q: Which of them is the most stable? A: two.